Entry 1:
The following is a quantum chemistry calculation of 3 unconnected molecules or ions with the total composition C50H52I2NO8P, from the Open Molecules 2025 dataset.

As for the net charge: 0. The SMILES is CCN(CCP(I)(CCCCCCOC)(COc1ccccc1)CC(=O)I)C(C)=O.O=C1c2ccccc2C(=O)c2ccccc21.O=C1c2ccccc2C(=O)c2ccccc21. The calculation puts the HOMO-LUMO gap at 7.5145 eV. The value obtained for the HOMO energy is -8.54 eV.

Cartesian coordinates (Å):
C: -2.382922 -2.101368 3.541062
C: -2.188541 -0.807673 2.544670
N: -1.361406 -1.165721 1.304814
C: -1.271547 0.152257 0.527911
C: 0.269563 0.562431 0.105275
P: 0.522492 0.486061 -1.813038
I: -1.020460 2.397342 -2.075830
C: -0.604862 -0.724357 -2.766208
C: -1.155935 -0.177845 -4.209940
C: -1.567429 -1.543945 -5.083064
C: -2.973828 -2.086382 -4.359115
C: -4.171649 -2.413960 -5.430238
C: -5.336651 -3.251399 -4.593273
O: -4.850358 -4.511844 -4.001632
C: -4.168962 -5.360211 -4.993975
C: 1.892893 -0.866031 -1.671185
O: 1.506511 -2.031439 -0.863496
C: 2.478988 -3.129279 -0.948796
C: 3.830099 -3.183587 -1.873308
C: 4.852311 -4.503973 -1.937684
C: 4.539767 -5.851397 -1.047530
C: 3.210028 -5.801896 -0.068703
C: 2.188672 -4.479063 -0.004749
C: 1.872237 1.591353 -2.680737
C: 2.371245 2.773853 -1.623664
O: 2.075146 4.075099 -1.897334
I: 3.505592 2.374252 0.234479
C: -2.233705 -2.116189 0.484032
C: -1.549396 -3.493528 -0.172056
O: -3.545345 -1.969594 0.268013
H: -3.525107 -2.399074 3.627556
H: -1.730532 -3.043680 3.221553
H: -2.051062 -1.767074 4.630479
H: -3.237320 -0.330645 2.279719
H: -1.615415 0.022238 3.183163
H: -1.742285 1.005517 1.211157
H: -2.006104 0.034410 -0.383940
H: 1.103539 0.009449 0.711711
H: 0.377904 1.719096 0.380099
H: 0.064152 -1.682742 -3.009671
H: -1.526020 -1.132386 -2.161303
H: -0.359069 0.478879 -4.781991
H: -2.175419 0.438455 -4.136734
H: -0.733754 -2.388021 -4.952201
H: -1.739338 -1.237026 -6.199050
H: -3.418330 -1.274199 -3.605453
H: -2.711288 -3.029042 -3.712796
H: -3.782157 -2.971124 -6.383016
H: -4.698842 -1.426629 -5.804544
H: -6.324497 -3.363945 -5.229262
H: -5.624818 -2.550064 -3.672879
H: -4.650731 -5.185765 -6.047850
H: -3.028502 -5.021178 -5.009891
H: -4.157484 -6.510350 -4.725867
H: 2.839574 -0.330845 -1.182816
H: 2.179812 -1.134276 -2.798061
H: 4.125730 -2.280487 -2.555856
H: 5.797362 -4.488981 -2.658276
H: 5.244886 -6.805515 -1.108503
H: 2.998151 -6.770247 0.586863
H: 1.286249 -4.580923 0.733388
H: 1.342190 2.102721 -3.598326
H: 2.795027 0.973150 -3.052890
H: -2.354024 -4.369288 -0.256911
H: -1.120275 -3.323908 -1.247608
H: -0.765963 -3.855243 0.618295
C: -5.072434 8.623459 3.644548
C: -6.366214 8.106070 3.585818
C: -6.732245 7.257885 2.539456
C: -5.804791 6.935389 1.541310
C: -4.518810 7.472336 1.586843
C: -4.147984 8.309291 2.647362
C: -3.547771 7.178771 0.513075
O: -2.416787 7.647185 0.554176
C: -3.961973 6.320307 -0.614558
C: -3.070453 6.080847 -1.668454
C: -3.449450 5.259307 -2.732292
C: -4.712704 4.668576 -2.742274
C: -5.604866 4.909888 -1.696492
C: -5.231827 5.745465 -0.635367
C: -6.195390 6.023172 0.448044
O: -7.307501 5.508103 0.437717
H: -4.784334 9.277121 4.464942
H: -7.090509 8.361137 4.356219
H: -7.742483 6.853555 2.502930
H: -3.141576 8.721282 2.696833
H: -2.081136 6.535658 -1.666769
H: -2.757541 5.078921 -3.552167
H: -5.005562 4.022769 -3.567249
H: -6.591187 4.449167 -1.713542
C: 2.854450 -2.037108 3.933871
C: 3.198044 -1.881381 2.591225
C: 4.531362 -1.680532 2.230400
C: 5.523490 -1.623025 3.216729
C: 5.176644 -1.754161 4.560839
C: 3.840264 -1.973345 4.919666
C: 6.207861 -1.645633 5.612926
O: 5.904543 -1.764254 6.793669
C: 7.607408 -1.383532 5.222222
C: 8.585428 -1.220750 6.212082
C: 9.913861 -0.985850 5.850967
C: 10.270248 -0.922352 4.504181
C: 9.297077 -1.078566 3.516063
C: 7.961224 -1.299893 3.876405
C: 6.933475 -1.428127 2.824433
O: 7.245089 -1.367827 1.640603
H: 1.816597 -2.202832 4.214444
H: 2.427952 -1.918405 1.823913
H: 4.792867 -1.564975 1.179848
H: 3.563863 -2.090265 5.966074
H: 8.316087 -1.272058 7.265851
H: 10.670761 -0.854535 6.621246
H: 11.306201 -0.746602 4.222528
H: 9.581948 -1.022873 2.466716

Atomic forces in eV per Å
-0.3 0.2 0.6
-0.3 0.1 1.8
-2.6 0.3 -0.4
-0.5 0.6 -0.5
-0.5 1.5 1.1
1.3 -2.4 1.3
-1.6 1.4 -0.1
-0.5 -1.2 -1.6
-0.5 -0.8 -0.8
-0.5 0.6 1.4
0.0 0.2 -0.4
-0.5 -0.2 0.8
0.2 1.4 0.2
-0.2 0.2 -1.9
1.0 0.3 -0.4
2.0 0.3 -0.5
3.0 -1.6 -1.4
2.2 -3.6 0.4
-0.6 -2.5 1.6
-3.3 -0.7 2.5
-2.5 4.0 0.0
0.9 2.9 -2.3
3.4 -0.8 -2.1
0.8 1.0 -0.3
-2.4 7.0 -3.0
2.2 -9.0 1.9
-0.7 0.0 -1.4
-5.2 -1.1 -1.8
-0.6 0.0 1.1
7.7 -0.3 1.6
2.5 0.5 -0.4
-1.4 2.1 0.6
-0.6 -0.9 -2.3
2.1 -1.1 0.3
-0.9 -1.8 -1.7
1.2 -1.8 -1.6
1.7 0.7 1.6
-1.8 0.7 -1.3
-0.2 -2.5 -0.7
-1.4 2.1 0.6
1.8 1.1 -0.9
-1.5 -1.3 1.2
2.5 -1.2 0.1
-1.8 2.0 -0.6
0.3 -0.8 2.1
1.1 -1.7 -1.6
-0.7 1.7 -1.3
-0.7 0.9 1.9
1.2 -1.9 0.8
2.0 -0.2 1.1
0.6 -1.7 -1.9
1.0 -0.5 1.9
-2.3 -0.7 -0.3
-0.5 2.5 -0.2
-1.7 -1.3 -0.9
-0.5 0.1 2.4
-0.7 -1.9 1.6
-2.4 0.1 1.8
-1.8 2.4 0.2
0.3 2.5 -1.5
1.9 0.5 -1.7
1.2 -0.8 2.0
-1.6 1.2 0.9
1.5 2.3 0.2
-0.5 -0.1 2.3
-1.1 0.8 -1.9
0.2 -0.1 -0.3
0.0 -0.2 -0.3
0.1 0.2 0.3
-0.1 0.3 0.5
-0.2 0.3 0.6
-0.2 0.1 0.2
1.4 0.5 0.0
-0.7 -0.3 0.0
0.1 -0.3 -0.6
-0.1 -0.2 -0.3
0.0 0.2 0.3
-0.1 0.1 0.3
0.2 0.0 -0.2
0.1 -0.3 -0.5
-1.4 -0.7 -0.1
0.7 0.3 0.0
0.0 -0.1 -0.2
0.1 -0.1 -0.1
0.3 0.0 -0.1
-0.2 -0.2 -0.2
-0.3 -0.1 0.2
-0.1 0.0 0.2
0.0 0.1 0.2
0.2 0.2 0.2
0.3 0.0 0.2
0.3 0.1 0.0
-0.3 0.0 0.1
-0.6 0.0 -0.1
-0.6 -0.1 -0.1
-0.2 0.0 -0.2
-0.4 -0.2 1.4
0.2 0.1 -0.7
0.7 0.1 0.2
0.3 0.1 -0.1
-0.4 -0.1 0.0
-0.3 -0.1 -0.2
0.2 0.0 0.2
0.6 0.1 0.2
0.3 0.1 -1.5
-0.2 0.0 0.7
0.2 0.0 0.0
0.1 0.0 0.1
0.1 -0.1 0.3
0.2 0.1 -0.2
-0.1 0.0 -0.3
-0.2 0.0 -0.1
-0.2 0.0 0.0
-0.3 0.0 0.2

Entry 2:
The following is a quantum chemistry calculation of a molecular structure, C50H52N7P2Si2Sn, from the Open Molecules 2025 dataset.

As for the net charge: -1. The calculation puts the HOMO-LUMO gap at 6.6188 eV. The value obtained for the HOMO energy is -4.28 eV. The calculation puts the relative energy (zero: lowest compared OMol25 entry of this formula, charge and spin) at 0.00 kJ/mol.

Cartesian coordinates (Å):
Sn: 0.287338 -1.259387 0.219286
C: -3.532971 -2.081570 2.559911
C: -3.158696 -3.051155 3.533623
C: -1.915111 -3.580884 3.509463
C: -0.943958 -3.186879 2.500391
N: -1.308530 -2.159001 1.633021
C: -2.579730 -1.678942 1.676927
N: 0.182371 -3.834246 2.453667
C: 1.164352 -3.487393 1.457128
N: 1.745815 -2.108774 1.559833
C: 3.075301 -2.165513 1.485508
N: 3.977552 -1.266581 1.164325
C: 3.662600 -0.145660 0.462820
C: 4.753629 0.719016 0.176936
C: 4.568650 1.870423 -0.530732
C: 3.280324 2.185456 -0.975925
C: 2.279078 1.294818 -0.686107
N: 2.430356 0.141941 -0.010485
C: 3.505196 -3.571517 1.719974
C: 4.762365 -4.103814 1.939065
C: 4.861074 -5.478771 2.121118
C: 3.722006 -6.285129 2.069324
C: 2.465758 -5.734699 1.836818
C: 2.378975 -4.367640 1.658538
H: -4.524275 -1.650219 2.528174
H: -3.871825 -3.364166 4.290236
H: -1.588614 -4.334685 4.214714
H: -2.798983 -0.906950 0.948517
H: 5.724416 0.418085 0.545822
H: 5.402997 2.531365 -0.738127
H: 3.060466 3.099901 -1.512652
H: 1.275596 1.520434 -0.995985
H: 5.634102 -3.460303 1.979901
H: 5.828124 -5.928079 2.316430
H: 3.820740 -7.354020 2.223636
H: 1.573726 -6.350448 1.814240
C: 0.739075 0.076443 4.403607
Si: 1.030495 1.629680 3.388791
C: 0.269222 3.097286 4.283726
C: 2.886304 1.892802 3.356091
N: 0.506174 1.488241 1.779384
P: -0.807983 1.649487 0.961182
C: -1.144013 0.349433 -0.177360
P: -0.900592 0.255890 -1.894341
N: 0.332633 -0.723795 -2.178529
Si: 0.877782 -1.565699 -3.578600
C: -0.080767 -3.150921 -3.840706
C: 2.686211 -1.943691 -3.264015
C: 0.773482 -0.601380 -5.182668
C: -2.370294 -0.559743 -2.681348
C: -2.946328 -1.616759 -1.969328
C: -3.905620 -2.434309 -2.546041
C: -4.307361 -2.217278 -3.857494
C: -3.728667 -1.189864 -4.589061
C: -2.759998 -0.374460 -4.009042
C: -0.751791 1.793544 -2.875655
C: -1.867345 2.564367 -3.202289
C: -1.752046 3.648536 -4.058031
C: -0.515626 3.979659 -4.599144
C: 0.603201 3.225633 -4.275874
C: 0.483237 2.133995 -3.424201
C: -2.211390 1.820332 2.154811
C: -2.316648 0.791576 3.093220
C: -3.226785 0.850947 4.136167
C: -4.035971 1.968906 4.286836
C: -3.922842 3.017657 3.385038
C: -3.018586 2.944841 2.329617
C: -0.860286 3.265069 0.107112
C: 0.226861 4.120761 0.265637
C: 0.191908 5.407095 -0.263916
C: -0.935421 5.846911 -0.944736
C: -2.027872 5.001223 -1.098724
C: -1.987461 3.716014 -0.577688
H: 1.515651 -0.033699 5.170584
H: 0.797117 -0.804422 3.751080
H: -0.234211 0.068578 4.904343
H: 0.584743 3.125309 5.335070
H: -0.825652 3.051193 4.259832
H: 0.576120 4.038952 3.810824
H: 3.250518 2.239535 4.333093
H: 3.185289 2.624935 2.596716
H: 3.394602 0.946659 3.128750
H: -0.242917 -3.647105 -2.883848
H: 0.464805 -3.839491 -4.497404
H: -1.063820 -2.955888 -4.287625
H: 2.812562 -2.381149 -2.270754
H: 3.285454 -1.025262 -3.293386
H: 3.096751 -2.644401 -4.001978
H: -0.264862 -0.460728 -5.503349
H: 1.298630 -1.157618 -5.967912
H: 1.237527 0.385752 -5.097491
H: -2.625629 -1.797635 -0.953577
H: -4.333381 -3.249684 -1.973275
H: -5.061442 -2.850979 -4.310661
H: -4.021169 -1.024583 -5.619235
H: -2.301196 0.401334 -4.608613
H: -2.837407 2.298737 -2.799467
H: -2.629611 4.233630 -4.309018
H: -0.429020 4.819364 -5.278794
H: 1.570296 3.477394 -4.695866
H: 1.347950 1.522244 -3.197823
H: -1.650817 -0.057563 3.015107
H: -3.299166 0.022432 4.831606
H: -4.741408 2.029820 5.107800
H: -4.525466 3.910863 3.510857
H: -2.941818 3.789466 1.660995
H: 1.086807 3.756557 0.819159
H: 1.038913 6.071304 -0.132102
H: -0.966695 6.850321 -1.354719
H: -2.911489 5.348620 -1.622359
H: -2.841651 3.055604 -0.686098
C: 0.626922 -3.437772 -0.004195
H: -0.255039 -4.063399 -0.155510
H: 1.408100 -3.680670 -0.722521

Atomic forces in eV per Å
0.2 -0.4 -0.1
-0.1 -0.3 0.0
-0.1 0.1 -0.1
0.1 0.0 0.0
-0.2 0.0 -0.2
0.0 0.1 0.5
0.0 -0.4 -0.1
0.1 0.2 0.0
-0.2 -0.4 0.0
0.0 0.3 0.1
-0.1 -0.1 -0.1
0.0 0.0 -0.1
-0.1 0.0 0.1
0.0 0.0 0.1
0.0 0.0 0.0
0.0 0.0 0.0
0.1 -0.2 0.1
0.1 0.2 -0.1
-0.1 0.1 0.0
0.2 -0.1 0.0
0.0 0.0 0.0
0.0 0.1 0.0
0.0 -0.1 0.0
-0.1 0.2 0.0
0.1 0.0 0.0
0.0 0.0 0.0
0.0 0.1 0.0
0.1 0.0 0.1
0.0 0.0 0.0
0.0 0.0 0.0
0.0 0.0 0.0
-0.2 0.0 0.0
-0.1 0.0 0.0
0.0 0.0 0.0
0.0 0.0 0.0
0.0 0.0 0.0
0.0 -0.2 0.0
0.2 0.0 -0.1
-0.1 0.1 0.1
0.2 0.0 0.1
-0.2 -0.3 0.0
-0.6 0.1 -0.1
1.5 0.2 -0.4
-0.6 -0.1 -0.3
-0.2 0.2 0.3
0.2 -0.1 0.3
-0.1 -0.1 -0.1
0.1 0.0 -0.1
0.0 0.2 -0.1
0.1 -0.2 0.0
0.0 0.2 -0.1
0.0 0.0 0.0
0.0 0.0 -0.1
0.1 0.0 0.1
-0.1 0.0 0.1
-0.1 0.0 -0.1
0.1 -0.1 -0.2
0.0 -0.1 -0.1
0.0 0.0 0.0
0.0 0.0 0.1
-0.1 0.1 0.1
0.1 0.0 0.1
0.1 0.1 0.0
0.0 0.1 0.0
0.0 0.0 0.0
0.1 0.0 0.0
-0.1 -0.1 0.0
-0.1 0.1 0.1
0.0 0.0 -0.1
0.0 -0.1 0.0
0.0 0.0 0.0
0.0 0.0 0.1
0.1 0.1 0.2
-0.1 0.0 -0.1
0.0 0.1 0.1
0.1 0.0 0.0
0.0 0.0 -0.1
0.1 0.0 0.0
0.0 -0.1 0.1
0.0 -0.1 -0.1
0.0 -0.1 0.1
0.0 0.1 0.0
0.0 -0.1 0.1
-0.1 0.1 0.0
0.1 0.0 0.1
0.0 0.0 0.0
-0.1 -0.1 0.0
0.0 0.1 0.1
0.1 0.0 0.0
-0.1 0.0 0.0
0.0 -0.2 -0.1
0.0 0.0 0.1
0.0 0.1 0.0
0.0 0.0 0.0
0.0 0.0 0.0
0.0 0.0 0.0
0.0 0.0 -0.1
0.0 0.0 0.0
0.0 0.0 0.0
0.0 0.0 0.0
0.0 0.1 0.0
0.0 0.1 0.1
0.0 0.0 0.0
0.0 0.0 0.0
0.0 -0.1 0.0
0.0 0.0 0.0
0.0 0.0 0.0
0.0 0.0 0.0
0.0 0.0 0.0
0.0 0.0 0.0
0.0 0.1 0.0
-0.3 0.3 0.0
0.1 0.0 -0.1
0.1 0.0 0.0